Below is the molecule C6H11N at a distorted geometry, with properties calculated with ωB97M-V/def2-TZVPD.

Each line ends with the natural charge from an NBO analysis.
Element x y z (Å)
C -0.45 -0.57 -2.68  -0.43
C 0.48 0.21 -2.02  -0.19
C 1.42 -0.58 -0.99  -0.28
N 0.83 -0.81 0.33  -0.64
C 0.32 0.32 1.10  -0.02
C -0.87 0.30 1.60  -0.26
C -1.59 1.10 2.55  -0.64
H 0.08 -1.63 -2.66  0.20
H -1.22 -0.27 -3.36  0.21
H 0.94 1.11 -2.43  0.21
H 2.29 0.12 -0.64  0.18
H 1.99 -1.28 -1.70  0.23
H 0.34 -1.66 0.55  0.38
H 1.14 1.02 1.11  0.19
H -1.58 -0.42 1.12  0.20
H -2.43 1.44 1.88  0.22
H -1.05 1.97 3.15  0.21
H -2.23 0.61 3.29  0.22

Properties
SMILES: C=CCN/C=C/C
Largest force on an atom in eV/Å: 4.4
Total energy in eV: -7886.013
HOMO-LUMO gap in eV: 8.97
Energy relative to the best compared isomer or geometry (same formula, charge and spin) in kcal per mole: 104.2

Below is a cluster of 2 separate species, C6H11N in total at a distorted geometry, with properties calculated with ωB97M-V/def2-TZVPD.

Each line ends with the natural charge from an NBO analysis.
Element x y z (Å)
C -3.04 0.58 0.07  0.30
C 0.15 -0.83 -0.72  -0.17
C 0.94 0.16 -0.23  -0.02
C -0.26 -2.09 0.04  -0.66
C 1.56 0.21 1.09  -0.65
C 1.35 1.31 -1.15  -0.65
N -3.83 1.17 0.69  -0.74
H -0.45 -0.74 -1.64  0.20
H 0.51 -2.14 0.81  0.21
H -0.22 -2.88 -0.73  0.21
H -1.40 -2.05 0.28  0.22
H 1.15 -0.62 1.79  0.21
H 1.36 1.29 1.42  0.22
H 2.62 0.04 1.14  0.22
H 1.03 1.25 -2.24  0.22
H 2.38 1.64 -0.96  0.21
H 0.68 2.15 -0.94  0.21
H -4.54 1.55 1.28  0.45

Properties
Largest force on an atom in eV/Å: 3.7
Total energy in eV: -7887.683
HOMO-LUMO gap in eV: 9.36
Energy relative to the best compared isomer or geometry (same formula, charge and spin) in kcal per mole: 65.7

Below is the molecule C6H11N at a distorted geometry, with properties calculated with ωB97M-V/def2-TZVPD.

Each line ends with the natural charge from an NBO analysis.
Element x y z (Å)
C 2.22 -0.73 -1.56  -0.42
C 1.29 0.12 -1.10  -0.18
C 0.55 -0.03 0.17  0.12
N 1.38 -0.43 1.26  -0.80
C -0.74 0.29 0.31  -0.04
C -1.68 -0.29 1.34  -0.63
C -1.36 1.29 -0.68  -0.63
H 2.18 -1.14 -2.56  0.21
H 2.76 -1.34 -0.84  0.17
H 0.95 0.93 -1.74  0.20
H 1.96 -1.23 1.05  0.36
H 0.78 -0.68 2.04  0.36
H -2.27 0.53 1.75  0.22
H -2.26 -1.14 0.99  0.22
H -1.14 -0.65 2.22  0.20
H -2.29 1.61 -0.21  0.21
H -1.63 0.77 -1.59  0.21
H -0.68 2.12 -0.85  0.22

Properties
SMILES: C=CC(N)=C(C)C
Largest force on an atom in eV/Å: 2.4
Total energy in eV: -7888.385
HOMO-LUMO gap in eV: 8.71
Energy relative to the best compared isomer or geometry (same formula, charge and spin) in kcal per mole: 49.5

Among the records above, which one has the lowest largest force on an atom?
number 3